# 1
C24H31N6O2PbS4 | ωB97M-V with the def2-TZVPD basis set

Last column: Löwdin charge in e.
Geometry (Å):
Pb1 -0.2945 0.6344 -0.3183  1.222
O1 2.7213 2.1772 2.5257  0.043
C1 1.7082 1.9416 1.8778  -0.522
N1 1.5883 1.0941 0.8433  -0.129
C2 2.8221 0.5968 0.2753  -0.171
C3 2.8246 0.7407 -1.2331  -0.262
C4 4.0019 0.6054 -1.9600  -0.008
C5 3.9567 0.6935 -3.3362  -0.043
C6 2.7359 0.9104 -3.9641  -0.047
C7 1.6125 1.0315 -3.1781  -0.148
N2 1.6590 0.9620 -1.8417  -0.016
C8 0.4346 2.6781 2.2674  -0.222
C9 0.4247 3.4938 3.3869  0.010
C10 -0.7427 4.1700 3.6995  -0.033
C11 -1.8579 4.0133 2.8885  -0.042
C12 -1.7594 3.1777 1.7906  -0.135
N3 -0.6361 2.5277 1.4883  -0.009
H1 2.9693 -0.4659 0.5026  0.125
H2 3.6766 1.1299 0.6965  0.125
H3 4.9352 0.4407 -1.4376  0.124
H4 4.8640 0.5996 -3.9188  0.115
H5 2.6570 0.9840 -5.0392  0.110
H6 0.6319 1.1852 -3.6112  0.073
H7 1.3312 3.5838 3.9684  0.124
H8 -0.7828 4.8205 4.5636  0.116
H9 -2.7850 4.5278 3.0985  0.111
H10 -2.6026 3.0208 1.1269  0.112
C13 -4.5006 0.1292 -2.7564  -0.121
C14 -3.0703 0.6080 -2.8007  -0.808
S1 -1.8456 -0.4488 -2.7634  0.726
C15 -2.8612 2.0851 -2.8052  -0.778
C16 -3.9695 2.9714 -3.3159  -0.109
S2 -1.5073 2.7677 -2.2213  0.740
H11 -4.5340 -0.9142 -2.4595  0.071
H12 -4.9502 0.2174 -3.7490  0.095
H13 -5.1081 0.7237 -2.0719  0.092
H14 -4.8569 2.4255 -3.6187  0.067
H15 -3.5965 3.5255 -4.1789  0.094
H16 -4.2397 3.7101 -2.5626  0.089
C17 1.0345 -3.9441 -4.6098  -0.088
C18 2.1293 -3.7331 -3.5629  -0.237
C19 1.5673 -3.2701 -2.2537  -0.607
N4 1.2675 -2.0486 -1.9962  0.026
N5 0.7136 -1.8780 -0.7426  -0.081
C20 0.6053 -2.9989 -0.0838  -0.702
N6 0.1224 -3.0884 1.1795  0.107
S3 1.1856 -4.3636 -0.9582  1.126
H17 1.4725 -4.2060 -5.5719  0.077
H18 0.4497 -3.0324 -4.7328  0.072
H19 0.3563 -4.7466 -4.3171  0.077
H20 2.8337 -2.9710 -3.8979  0.111
H21 2.6920 -4.6553 -3.4130  0.106
H22 -0.4147 -2.2924 1.5265  0.039
H23 -0.1490 -3.9978 1.5101  0.097
O2 -1.2526 -0.7360 1.9548  -0.669
S4 -1.1186 -0.1453 3.3580  0.969
C21 -1.8814 -1.3462 4.4832  -0.303
C22 -0.8254 -1.7246 5.5184  -0.223
C23 0.4853 -1.8207 4.7415  -0.218
C24 0.5617 -0.5283 3.9370  -0.300
H24 -2.1364 -2.1828 3.8297  0.098
H25 -2.7933 -0.9186 4.8935  0.091
H26 -1.0898 -2.6469 6.0338  0.120
H27 -0.7461 -0.9397 6.2744  0.119
H28 0.4627 -2.6794 4.0663  0.105
H29 1.3514 -1.9346 5.3916  0.122
H30 1.1780 -0.5633 3.0383  0.087
H31 0.8848 0.3178 4.5455  0.101

Calculated values
* HOMO: -10.8952 eV
* ΔE to the lowest compared entry with this formula, charge and spin: 0.8139 eV
* E_tot: -87011.027 eV
* total charge: +1

# 2
C5H8 | ωB97M-V with the def2-TZVPD basis set

Last column: Löwdin charge in e.
Geometry (Å):
C1 0.7649 0.6982 0.7419  -0.170
C2 0.5821 0.5539 -0.8192  -0.176
C3 0.5048 -0.9547 -0.9188  -0.109
C4 0.0263 -1.4917 0.2326  -0.072
C5 0.0033 -0.5305 1.1903  -0.126
H1 0.3398 1.6156 1.1670  0.102
H2 1.8352 0.6872 0.9862  0.110
H3 -0.3345 1.0759 -1.1259  0.102
H4 1.4072 0.9607 -1.4167  0.101
H5 0.9703 -1.5010 -1.7381  0.091
H6 -2.4566 -0.5528 -0.2104  0.014
H7 -2.9988 -0.0449 -0.1552  0.042
H8 -0.6440 -0.5157 2.0662  0.090

Calculated values
* structure (SMILES): C1=CCCC=1.[H][H]
* HOMO (spin up / spin down): -8.5755 / -7.9326 eV
* ΔE to the lowest compared entry with this formula, charge and spin: 4.3960 eV
* E_tot: -5309.771 eV

# 3
C22H36N6O2S2 | ωB97M-V with the def2-TZVPD basis set

Last column: Löwdin spin population.
Geometry (Å):
C1 5.2815 1.4308 -1.7869  0.059
S1 5.7290 2.6764 -0.5061  0.273
O1 5.4913 2.0914 0.8870  0.582
C2 7.5041 2.8629 -0.9121  0.056
H1 5.3351 0.4216 -1.3784  0.004
H2 6.0134 1.5934 -2.5781  0.004
H3 4.2659 1.3853 -2.1801  0.001
H4 8.0859 3.5791 -0.3319  0.000
H5 7.5955 2.9048 -1.9974  0.000
H6 8.0222 1.9362 -0.6651  0.008
C3 -2.4100 0.9515 3.7130  0.000
S2 -3.8634 1.7750 4.4931  0.000
O2 -4.1007 1.2426 5.8822  0.000
C4 -5.2267 1.0037 3.5434  0.000
H7 -2.6319 -0.0685 3.3990  0.000
H8 -1.6852 1.2518 4.4696  0.000
H9 -2.0985 1.5429 2.8520  0.000
H10 -6.1761 1.4231 3.8761  0.000
H11 -5.2594 -0.0670 3.7454  0.000
H12 -5.1835 1.3398 2.5074  0.000
C5 1.1511 1.9411 5.1048  0.000
C6 1.6047 0.9377 6.0548  0.000
N1 1.9859 0.0889 6.7631  0.000
H13 2.0293 2.4500 4.7075  0.000
H14 0.6379 2.7142 5.6767  0.000
H15 0.5817 1.5621 4.2561  0.000
C7 4.7300 -0.8990 1.5311  0.000
C8 6.1520 -0.8846 1.2526  0.005
N2 7.2616 -0.9251 1.0353  0.008
H16 4.6577 -1.5954 2.3665  0.000
H17 4.1837 -1.3171 0.6857  0.000
H18 4.2329 0.0250 1.8264  0.000
C9 0.2480 -3.4251 -2.6492  0.000
C10 1.2597 -2.4143 -2.9956  0.000
N3 2.0583 -1.6140 -3.2791  0.000
H19 0.1705 -3.4279 -1.5619  0.000
H20 0.4522 -4.4039 -3.0832  0.000
H21 -0.6863 -3.1098 -3.1136  0.000
N4 1.0845 0.6420 -1.3066  0.000
C11 1.9792 0.8704 -0.2902  0.000
C12 1.3265 0.6307 0.9579  0.000
C13 0.0777 0.0887 0.6243  0.000
C14 -0.1731 0.2041 -0.7957  0.000
H22 1.3015 0.7382 -2.2884  0.000
H23 2.8691 1.4347 -0.5267  -0.001
H24 1.8089 0.7938 1.9103  0.000
H25 -0.5664 -0.2425 1.4255  0.000
H26 -1.0217 0.1113 -1.4572  0.000
N5 -2.5005 0.5904 -3.5858  0.000
C15 -1.2538 0.2559 -4.1204  0.000
C16 -1.3176 -1.0051 -4.6672  0.000
C17 -2.6431 -1.4520 -4.7327  0.000
C18 -3.3713 -0.4387 -4.0297  0.000
H27 -2.7571 1.4460 -3.1144  0.000
H28 -0.4208 0.9317 -3.9943  0.000
H29 -0.6278 -1.6989 -5.1246  0.000
H30 -2.9575 -2.3741 -5.1989  0.000
H31 -4.4377 -0.4489 -3.8590  0.000
N6 -6.4279 -2.0308 -1.2214  0.000
C19 -5.1844 -2.3290 -1.8419  0.000
C20 -4.2793 -1.7372 -0.9487  0.000
C21 -4.7799 -1.3864 0.3016  0.000
C22 -6.1342 -1.5366 0.0319  0.000
H32 -7.3406 -2.1439 -1.6387  0.000
H33 -5.1665 -2.8796 -2.7708  0.000
H34 -3.2089 -1.7343 -1.0921  0.000
H35 -4.2522 -1.0397 1.1778  0.000
H36 -7.0246 -1.2402 0.5664  0.000

Calculated values
* HOMO (spin up / spin down): -9.8105 / -9.8104 eV
* 2S+1: 2
* E_tot: -58088.952 eV
* total charge: +1

# 4
C23H34N5RuSi2 | ωB97M-V with the def2-TZVPD basis set

Last column: Löwdin spin population.
Geometry (Å):
Ru1 -0.1961 0.2458 0.5063  2.456
C1 -2.2212 1.1247 -1.8371  0.005
N1 -2.3280 1.1975 -0.3644  0.081
C2 -3.4680 0.4786 0.2138  0.021
C3 -3.0965 -0.9036 0.6466  0.114
N2 -1.8082 -1.2617 0.8782  0.105
C4 -1.8395 -2.5230 1.3279  0.180
C5 -0.7546 -3.3761 1.7330  0.090
C6 -1.0799 -4.6181 2.1576  0.040
C7 -2.4537 -5.0512 2.1937  0.314
C8 -3.5453 -4.2217 1.7948  0.072
C9 -3.2031 -2.9834 1.3735  0.076
N3 -3.9439 -1.8870 0.9162  0.008
C10 -1.0375 0.3224 -2.2904  0.018
N4 -0.2247 -0.3613 -1.4944  0.019
C11 0.6141 -1.1147 -2.3497  0.003
C12 1.5514 -2.1082 -2.0853  0.004
C13 2.2089 -2.6609 -3.1635  0.000
C14 1.9372 -2.2526 -4.4823  0.002
C15 0.9714 -1.3119 -4.7585  0.002
C16 0.3126 -0.7743 -3.6594  0.002
N5 -0.7426 0.1400 -3.5759  0.012
H1 -2.1755 2.1321 -2.2532  0.001
H2 -3.1178 0.6619 -2.2575  0.001
H3 -2.3932 2.1697 -0.0901  0.000
H4 -4.3360 0.4393 -0.4518  0.005
H5 -3.7999 1.0028 1.1168  0.007
H6 0.2699 -3.0281 1.7003  0.004
H7 -0.3132 -5.3094 2.4803  -0.001
H8 -2.6727 -6.0535 2.5428  0.012
H9 -4.5642 -4.5852 1.8406  0.001
H10 -4.9513 -1.8442 0.8185  0.000
H11 1.7452 -2.4620 -1.0859  0.001
H12 2.9458 -3.4348 -2.9962  0.000
H13 2.4824 -2.7060 -5.2987  0.000
H14 0.7318 -1.0251 -5.7736  0.000
H15 -1.2272 0.5553 -4.3587  0.000
C17 1.5631 3.5586 2.8206  0.009
Si1 0.3259 2.8763 1.6579  0.036
C18 -0.8122 4.1954 1.0595  0.009
C19 -0.5930 1.5110 2.6429  0.013
C20 0.9067 1.8579 0.1638  0.121
Si2 2.7442 1.1995 0.1452  0.052
C21 2.7603 -0.4137 1.1231  0.029
C22 3.9018 2.3635 0.9675  0.018
C23 3.2252 1.0371 -1.6196  0.009
H16 1.0001 4.1143 3.5780  0.001
H17 2.2486 4.2577 2.3414  0.000
H18 2.1411 2.7910 3.3326  0.000
H19 -1.1914 4.7941 1.8906  0.001
H20 -1.6733 3.8452 0.4862  0.000
H21 -0.2417 4.8674 0.4115  0.000
H22 -0.2496 1.4967 3.6793  0.000
H23 -0.3413 0.4453 2.3858  0.007
H24 -1.6765 1.6202 2.6443  0.000
H25 0.7075 2.3791 -0.7781  0.019
H26 3.7063 -0.4927 1.6665  0.006
H27 2.6872 -1.2918 0.4919  0.000
H28 1.9940 -0.4661 1.9127  0.009
H29 3.8107 2.3917 2.0498  0.000
H30 3.8319 3.3803 0.5769  0.000
H31 4.9057 1.9948 0.7308  0.003
H32 2.5853 0.3760 -2.2001  0.000
H33 4.2512 0.6680 -1.6997  0.002
H34 3.2051 2.0313 -2.0757  0.000

Calculated values
* HOMO (spin up / spin down): -16.8508 / -16.8552 eV
* 2S+1: 5
* E_tot: -50165.054 eV
* total charge: +3

# 5
C2H2N2O3S | ωB97M-V with the def2-TZVPD basis set

Last column: Löwdin charge in e.
Geometry (Å):
C1 -0.8899 -0.3593 1.0975  -0.547
C2 -1.0583 1.1341 0.7035  0.023
N1 -0.3990 -1.3956 0.7458  0.224
N2 0.4671 -1.7396 -1.6965  -0.090
O1 -1.5897 0.4001 1.7755  0.138
O2 0.9288 0.5996 -0.7775  -0.313
O3 2.8661 -0.7836 -1.3845  -0.289
S1 1.4089 -0.6501 -1.2486  0.625
H1 -1.5380 1.1275 -0.2464  0.119
H2 -0.1960 1.6670 1.0311  0.110

Calculated values
* HOMO (spin up / spin down): -11.3191 / -9.5784 eV
* ΔE to the lowest compared entry with this formula, charge and spin: 8.6005 eV
* E_tot: -22055.800 eV

# 6
C8H20NO3P | ωB97M-V with the def2-TZVPD basis set

Last column: Löwdin charge in e.
Geometry (Å):
C1 -1.8632 -0.7456 -0.4437  -0.122
O1 -1.8288 -2.1436 -0.6470  -0.256
C2 -1.8976 -2.5166 -2.0024  -0.463
P1 -0.3053 -2.4018 -2.9775  0.903
C3 0.9251 -2.6069 -1.6121  -0.426
C4 0.9471 -4.0202 -1.0974  -0.335
N1 1.2983 -4.2833 0.0886  0.086
H1 -1.4626 -0.5452 0.5472  0.084
H2 -1.2453 -0.2184 -1.1764  0.066
H3 -2.8849 -0.3587 -0.5028  0.091
H4 -2.6477 -1.9226 -2.5407  0.080
H5 -2.2325 -3.5535 -2.0293  0.077
H6 -0.2371 -0.9906 -3.0527  -0.076
H7 1.9119 -2.3755 -2.0235  0.075
H8 0.7410 -1.9382 -0.7728  0.068
H9 0.6542 -4.8028 -1.8103  0.099
H10 1.2736 -5.2859 0.2656  0.044
C5 -1.2545 2.7733 2.0954  -0.107
O2 -0.7962 2.4257 0.8019  -0.204
C6 0.1319 3.3439 0.2538  -0.205
C7 1.5629 2.8685 0.3988  -0.208
O3 1.9603 2.7550 1.7516  -0.188
C8 1.8996 1.4335 2.2565  -0.105
H11 -1.7378 1.8925 2.5155  0.088
H12 -0.4309 3.0747 2.7465  0.086
H13 -1.9861 3.5870 2.0454  0.089
H14 0.0175 4.3278 0.7215  0.127
H15 -0.0942 3.4491 -0.8116  0.125
H16 2.2227 3.5971 -0.0815  0.126
H17 1.6873 1.9096 -0.1176  0.124
H18 2.7154 0.8229 1.8547  0.090
H19 0.9477 0.9531 2.0185  0.078
H20 2.0082 1.4958 3.3378  0.090

Calculated values
* structure (SMILES): [H]/N=C/CPCOC.COCCOC
* HOMO: -9.0578 eV
* E_tot: -25538.859 eV

Number 1: molecular weight 771.020 Da. Number 2: molecular weight 68.119 Da. Number 3: molecular weight 480.704 Da. Number 4: molecular weight 537.802 Da. Number 5: molecular weight 134.116 Da. Number 6: molecular weight 209.226 Da.